[1]
The following is a quantum chemistry calculation of 8 unconnected molecules or ions with the total composition C32H40F24O16, from OMol25.

```
112
Properties=species:S:1:pos:R:3:forces:R:3:mulliken_charge:R:1
C 1.33197 -7.26167 -5.19440 -0.224 0.501 -0.015 -1.21
C 1.32547 -6.73892 -3.76625 0.256 -0.409 -0.700 -0.21
O 1.37432 -5.29604 -3.82954 -0.177 0.362 -0.191 -0.24
C 1.92217 -4.66291 -2.81703 0.205 -0.222 0.395 -0.04
O 2.39476 -5.13895 -1.82289 -0.124 0.026 -0.097 -0.54
C 1.95989 -3.13424 -3.02604 -0.324 0.032 -0.194 1.24
F 1.13339 -2.72196 -3.99734 0.168 -0.021 0.099 -0.28
F 1.59182 -2.51270 -1.89655 0.112 -0.065 -0.063 -0.16
F 3.20099 -2.75668 -3.33241 -0.024 -0.019 -0.024 -0.26
H 0.38430 -7.07104 -5.69928 -0.015 -0.008 0.071 0.31
H 1.51655 -8.33322 -5.20731 0.072 -0.013 0.034 0.38
H 2.10330 -6.73601 -5.75780 0.116 -0.218 -0.016 0.32
H 2.22316 -7.08773 -3.26113 -0.216 -0.016 0.353 0.34
H 0.40342 -7.02017 -3.26287 0.170 -0.028 0.338 0.27
C -2.17462 -0.64565 -3.34602 0.198 0.072 -0.073 -0.49
C -3.64761 -1.01175 -3.29144 0.824 -0.004 -0.906 -0.45
O -3.99828 -1.15666 -1.91394 -0.204 0.026 0.447 -0.20
C -4.80250 -2.14692 -1.56084 0.002 -0.084 -0.507 0.33
O -5.27575 -2.98096 -2.27463 -0.032 0.018 0.152 -0.53
C -5.10126 -2.09188 -0.04937 0.212 0.148 -0.025 0.87
F -5.34850 -3.30296 0.41445 -0.075 -0.321 0.098 -0.26
F -4.07568 -1.57855 0.63925 0.178 0.033 0.112 -0.17
F -6.16418 -1.32205 0.18033 -0.251 0.156 -0.051 -0.26
H -1.86463 -0.35704 -4.35218 -0.272 0.120 -0.029 0.49
H -1.52807 -1.48861 -3.09644 -0.166 -0.060 0.228 0.06
H -1.96208 0.17799 -2.66509 0.038 0.009 -0.023 -0.10
H -3.81006 -1.92427 -3.86245 -0.258 -0.144 0.309 0.38
H -4.25797 -0.23229 -3.74610 -0.134 0.069 0.263 0.29
C 0.87606 -4.61186 1.03619 0.165 0.316 0.665 -1.11
C 1.36529 -6.02070 1.28298 0.927 0.899 -0.185 -0.53
O 0.24207 -6.85317 1.55330 -0.602 -0.180 0.008 -0.18
C 0.47698 -8.05665 2.03676 0.513 -0.256 -0.080 0.30
O 1.54184 -8.52110 2.32318 -0.008 0.041 -0.053 -0.51
C -0.81030 -8.87914 2.24915 0.013 0.299 0.196 0.88
F -1.05719 -8.90949 3.56330 -0.185 0.034 0.186 -0.25
F -1.86458 -8.36657 1.62517 -0.246 0.201 -0.069 -0.24
F -0.66039 -10.12605 1.83421 0.235 -0.335 -0.179 -0.25
H 0.16332 -4.52255 0.22045 0.045 -0.031 -0.072 0.27
H 1.74064 -3.96385 0.87586 0.011 -0.172 -0.443 0.44
H 0.44509 -4.20152 1.95507 -0.339 -0.216 -0.113 0.52
H 2.07087 -5.98522 2.11586 -0.254 -0.377 0.182 0.34
H 1.93433 -6.39243 0.42972 -0.266 -0.206 -0.068 0.32
C -2.12570 -0.50205 3.72448 -0.095 -0.267 -0.495 -0.83
C -2.46474 -0.92596 5.13107 0.082 -0.434 -0.185 -0.59
O -1.71553 -0.09790 6.03140 0.294 0.395 0.127 -0.16
C -1.71749 -0.43195 7.31120 -0.086 -0.101 -0.203 0.29
O -2.34342 -1.31942 7.80827 0.046 0.017 0.150 -0.51
C -0.77716 0.48956 8.13570 -0.262 -0.198 -0.057 0.87
F -1.51003 1.38466 8.81061 0.014 0.012 -0.021 -0.25
F -0.10247 -0.24906 9.01264 0.054 0.017 0.062 -0.25
F 0.09233 1.14611 7.37349 0.053 0.059 -0.016 -0.22
H -1.05231 -0.48964 3.53056 0.060 0.094 0.322 0.30
H -2.54206 0.46559 3.44796 -0.015 0.029 0.106 0.35
H -2.51931 -1.25867 3.03942 -0.207 0.136 0.027 0.30
H -2.17800 -1.96921 5.28316 0.053 0.084 0.149 0.35
H -3.52837 -0.85788 5.35862 0.010 0.167 -0.006 0.36
C -1.59460 5.69762 3.26738 -0.080 0.193 0.065 -0.69
C -1.50205 7.18656 3.52775 0.272 -0.200 0.023 -0.44
O -1.25250 7.83900 2.26086 -0.149 0.027 -0.303 -0.24
C -0.21010 8.63767 2.14566 0.186 0.126 0.563 0.39
O 0.52559 9.01317 3.01389 -0.038 -0.099 -0.175 -0.54
C -0.00524 9.10621 0.69033 -0.353 -0.095 -0.077 0.96
F -0.96541 8.64395 -0.11811 0.091 0.076 -0.111 -0.25
F -0.01999 10.43782 0.63904 0.007 0.063 -0.001 -0.27
F 1.17127 8.68398 0.22329 0.083 -0.072 0.032 -0.25
H -2.41036 5.47755 2.58023 -0.168 -0.002 0.186 0.19
H -1.76279 5.22571 4.23687 -0.050 -0.262 -0.165 0.43
H -0.69970 5.28928 2.80149 0.168 0.111 0.207 0.04
H -0.70794 7.44751 4.22450 0.074 -0.047 -0.073 0.37
H -2.43762 7.57186 3.93031 -0.038 0.117 -0.183 0.32
C 0.12854 6.13791 -2.27422 -0.005 -0.286 0.586 -1.44
C 0.89982 4.87810 -1.93936 0.789 0.427 -1.257 -0.05
O 1.16826 4.90033 -0.53723 -0.090 -0.113 0.604 0.09
C 1.96662 3.97095 -0.04417 -0.345 -0.223 -0.460 0.19
O 2.40772 3.02277 -0.63465 -0.027 0.194 0.162 -0.54
C 2.31239 4.22622 1.43648 0.624 -0.411 -0.055 0.79
F 2.02913 3.13968 2.15876 -0.090 0.192 0.033 -0.23
F 3.64311 4.42435 1.52339 -0.263 0.104 -0.023 -0.28
F 1.69816 5.27925 1.95157 -0.141 0.076 0.118 -0.15
H -0.06262 6.19566 -3.34276 -0.033 0.001 -0.020 0.45
H 0.71083 6.99861 -1.94941 -0.042 0.089 -0.134 0.28
H -0.81040 6.14620 -1.71841 -0.076 0.064 -0.169 0.31
H 1.87204 4.89992 -2.44846 -0.057 0.001 0.076 0.38
H 0.42698 3.96873 -2.31314 -0.289 -0.131 0.641 0.14
C 1.99637 1.42960 -3.31827 0.366 0.167 0.178 -0.68
C 3.17112 0.62664 -2.82224 -0.397 -0.424 0.669 0.91
O 4.32399 0.87629 -3.64034 -0.014 0.129 -0.454 -0.32
C 5.37753 0.12415 -3.39060 0.086 -0.045 0.275 0.42
O 5.53248 -0.61148 -2.46032 -0.054 -0.069 -0.047 -0.51
C 6.46445 0.24709 -4.48052 -0.107 0.235 0.016 0.81
F 6.50264 -0.89166 -5.17861 0.026 -0.129 -0.066 -0.25
F 6.24321 1.24770 -5.33369 -0.041 0.032 -0.015 -0.25
F 7.65293 0.43888 -3.91545 0.119 -0.041 0.046 -0.25
H 1.19010 1.28568 -2.59793 -0.213 -0.174 -0.249 -0.17
H 1.71811 1.13320 -4.32773 -0.195 0.031 0.041 0.56
H 2.21799 2.49449 -3.27840 0.113 0.011 -0.181 0.15
H 2.96322 -0.44554 -2.84955 0.052 0.133 -0.130 -0.57
H 3.38142 0.85628 -1.77669 0.230 0.209 -0.104 0.25
C -0.50894 -1.27251 0.10442 0.381 1.222 0.323 -0.48
C -0.12312 0.20683 0.14427 1.278 -0.790 -0.128 0.13
O -1.21749 1.01272 -0.28639 -0.735 0.167 -0.138 0.33
C -1.34818 2.21509 0.24667 0.761 -0.317 0.350 0.30
O -0.54963 2.75163 0.96100 -0.310 0.170 -0.008 -0.49
C -2.63991 2.89982 -0.22021 0.502 0.365 -1.020 0.71
F -3.70632 2.11726 -0.18886 -0.086 -0.029 0.180 -0.20
F -2.85243 4.00559 0.47301 -0.226 -0.083 0.113 -0.20
F -2.42854 3.26562 -1.52090 -0.207 -0.125 0.411 -0.28
H -1.40749 -1.31792 0.71731 0.004 -0.736 -0.048 -0.11
H 0.35609 -1.76722 0.54690 -0.310 -0.348 0.237 0.32
H -0.64023 -1.68697 -0.88944 -0.275 0.189 -0.075 -0.02
H 0.76690 0.40357 -0.46337 -0.291 0.163 -0.280 -0.29
H 0.21047 0.46855 1.14955 -0.482 0.200 0.093 0.31
```
Forces are in eV/Å.

Computed properties:
SMILES string = CCOC(=O)C(F)(F)F.CCOC(=O)C(F)(F)F.CCOC(=O)C(F)(F)F.CCOC(=O)C(F)(F)F.CCOC(=O)C(F)(F)F.CCOC(=O)C(F)(F)F.CCOC(=O)C(F)(F)F.CCOC(=O)C(F)(F)F
highest occupied orbital energy = -11.32 eV
total charge = 0

***

[2]
The following is a quantum chemistry calculation of 8 unconnected molecules or ions with the total composition C32H40F24O16, from OMol25.

```
112
Properties=species:S:1:pos:R:3:forces:R:3:mulliken_charge:R:1
C -21.67126 -1.94765 -28.56436 -0.008 -1.115 -0.535 -1.56
C -20.43425 -1.09129 -28.50709 -1.841 0.200 2.026 0.56
O -20.05384 -0.65582 -29.78194 -1.053 -1.212 -0.303 -0.22
C -18.92348 -0.05297 -29.87747 1.390 -0.293 0.687 0.41
O -18.17751 0.19987 -28.96936 0.047 0.292 -0.215 -0.59
C -18.66079 0.27638 -31.33000 0.754 1.264 0.694 0.91
F -17.33605 0.29915 -31.54171 -0.637 -0.258 -0.491 -0.24
F -19.29462 -0.52457 -32.15878 0.327 0.034 -0.462 -0.22
F -19.12501 1.54060 -31.45616 0.017 -0.079 -0.674 -0.21
H -21.98359 -2.12273 -27.53484 -0.381 0.317 -0.047 0.37
H -21.53309 -2.95395 -28.95981 0.471 -0.034 -0.154 0.39
H -22.44759 -1.53085 -29.20599 -0.113 0.357 0.414 0.36
H -19.69269 -1.54226 -27.84768 0.644 -0.093 -0.820 0.30
H -20.78909 -0.23521 -27.93325 0.439 0.416 -0.094 -0.22
C -20.17972 4.03965 -23.65810 -0.694 -0.117 -0.342 -0.67
C -21.56235 4.65812 -24.09944 3.998 -0.505 -1.212 -0.33
O -22.39770 4.67817 -22.91073 -2.381 2.748 0.868 0.00
C -23.23886 5.66667 -22.64477 0.849 -1.602 -1.486 0.59
O -23.67028 6.52107 -23.46699 0.942 -0.865 1.125 -0.08
C -23.98299 5.57591 -21.21467 -1.650 2.018 1.913 0.77
F -23.72125 4.38841 -20.75492 -0.058 0.365 -0.003 -0.13
F -23.65775 6.56394 -20.28507 0.223 -2.115 -2.453 -0.19
F -25.30384 5.76243 -21.46048 1.637 -0.642 -0.086 -0.19
H -19.77538 3.46943 -24.49445 -0.141 0.088 -0.210 -0.07
H -20.31422 3.28587 -22.88234 -0.055 0.168 0.184 0.28
H -19.41458 4.77454 -23.40792 -0.363 0.091 0.327 0.41
H -21.84302 4.06157 -24.96747 -1.460 -0.268 0.733 0.24
H -21.30108 5.62831 -24.52201 -0.816 0.494 0.571 0.41
C -7.39701 1.63375 -19.68862 -0.578 -1.245 -1.170 -1.12
C -8.55066 0.80490 -20.40636 0.674 1.283 0.830 -0.21
O -8.57301 1.19138 -21.78970 0.527 1.401 -1.120 -0.25
C -9.71732 1.08143 -22.47845 1.856 -0.784 2.282 0.44
O -10.53004 0.26419 -22.19069 -1.063 -0.148 -0.708 -0.51
C -9.92527 2.20523 -23.48727 0.200 0.187 -1.119 0.84
F -11.19049 2.47125 -23.41361 -2.386 1.244 0.902 -0.25
F -9.21127 3.31534 -23.28896 0.052 -0.389 0.419 -0.26
F -9.78416 1.86486 -24.76223 1.203 -0.710 -0.603 -0.25
H -7.26821 1.37475 -18.63770 -0.306 -0.225 -0.068 0.37
H -7.60920 2.70117 -19.74943 0.007 -0.108 -0.173 0.29
H -6.46360 1.39521 -20.19846 0.088 0.264 0.048 0.31
H -9.47067 1.21073 -19.98567 -0.296 -0.795 0.133 0.30
H -8.45470 -0.28071 -20.38803 -0.060 0.174 0.539 0.31
C -15.96335 1.56205 -17.59260 0.012 -1.138 -0.051 -1.26
C -16.99961 1.03408 -18.62158 0.303 -0.083 2.613 -0.13
O -16.27431 0.52583 -19.67544 0.561 -1.506 -4.808 -0.21
C -16.95879 -0.22961 -20.62196 -3.884 -0.369 3.276 0.22
O -18.18818 -0.50874 -20.52592 4.588 1.300 -0.632 -0.55
C -16.03515 -0.79875 -21.70507 -0.347 0.241 0.432 1.02
F -16.64273 -1.68520 -22.46994 -0.292 0.032 -0.108 -0.24
F -15.68438 0.25857 -22.42553 0.506 0.456 -0.808 -0.28
F -14.96418 -1.36785 -21.19696 0.503 -0.076 0.331 -0.24
H -15.39335 2.42429 -17.93862 -0.318 0.098 0.182 0.32
H -15.25192 0.76379 -17.38107 0.330 -0.165 -0.652 0.34
H -16.34124 1.63030 -16.57248 -0.653 0.867 -0.262 0.39
H -17.70086 1.81510 -18.91543 -0.223 -0.317 -0.102 0.26
H -17.42625 0.10722 -18.23817 -1.077 0.662 0.687 0.31
C -23.74484 -1.19981 -19.73349 1.278 -0.342 0.169 -1.27
C -22.78818 -0.18914 -20.41286 -3.160 1.218 1.504 -0.17
O -21.80097 -0.84805 -21.09831 2.547 -0.495 -1.697 -0.21
C -21.12272 -0.25038 -22.10015 -0.924 0.297 -1.434 0.40
O -21.34084 0.82665 -22.60949 0.017 -0.181 1.239 -0.61
C -20.17745 -1.20828 -22.93429 -1.294 0.924 1.234 0.96
F -19.04746 -0.57387 -23.28560 -0.522 -0.704 0.282 -0.17
F -20.03358 -2.30336 -22.24881 1.474 -1.038 0.507 -0.25
F -20.82816 -1.56166 -24.04043 -0.124 0.371 -0.763 -0.27
H -23.20185 -1.71614 -18.94188 0.102 -0.031 0.078 0.32
H -24.04382 -1.99361 -20.41802 -0.297 0.299 -0.153 0.33
H -24.59116 -0.72696 -19.23525 -0.020 0.161 -0.416 0.38
H -22.43381 0.50697 -19.65263 0.713 -0.214 0.096 0.30
H -23.41567 0.45935 -21.02428 0.252 -0.123 -0.756 0.27
C -9.08083 -1.11638 -26.00125 -0.996 0.128 -1.529 -1.13
C -8.87764 0.13080 -26.90750 1.054 -0.503 1.696 0.00
O -7.87387 -0.19751 -27.89542 0.116 -0.405 -0.800 -0.30
C -7.08824 0.78305 -28.31255 -1.186 2.095 2.619 0.42
O -7.19009 1.92004 -27.82641 1.153 -2.412 -2.154 -0.57
C -6.05677 0.35140 -29.41091 -0.874 0.373 1.402 0.83
F -5.76982 -0.96829 -29.45499 -0.921 0.892 -0.517 -0.23
F -6.58277 0.85318 -30.53688 0.484 -0.893 -0.490 -0.23
F -4.92719 0.95789 -29.14635 0.926 0.575 -0.184 -0.23
H -9.49477 -1.82889 -26.71475 -0.704 -0.259 0.321 0.32
H -9.82170 -0.80679 -25.26411 -0.108 -0.414 0.025 0.28
H -8.31492 -1.74309 -25.54438 0.777 1.107 0.068 0.36
H -8.56150 0.99619 -26.32505 0.212 -0.207 -0.361 0.46
H -9.82669 0.39057 -27.37644 0.167 -0.202 -0.267 0.04
C -17.73280 1.60589 -25.95445 0.486 -0.535 -0.634 -1.01
C -16.64811 0.46988 -25.71124 -2.505 1.539 0.676 0.21
O -15.45702 0.80006 -26.38743 1.862 -0.242 -0.356 -0.18
C -14.40056 -0.01692 -26.14209 -0.505 -1.144 1.050 0.20
O -14.47834 -1.02463 -25.46048 0.636 1.883 -1.472 -0.52
C -13.00755 0.55029 -26.73031 0.709 -2.472 0.249 0.99
F -12.34817 -0.44273 -27.55579 -1.967 2.359 1.215 -0.27
F -13.14879 1.70568 -27.30854 -0.206 0.110 -1.221 -0.23
F -12.13892 0.74403 -25.74021 -0.301 -0.332 0.377 -0.24
H -18.10274 1.70231 -26.97520 0.219 -0.524 -0.164 0.26
H -17.39167 2.61711 -25.73274 0.493 -0.147 0.415 0.47
H -18.61058 1.41584 -25.33680 0.085 -0.246 0.195 0.07
H -17.03850 -0.51461 -25.96904 0.191 0.082 -0.303 0.27
H -16.54261 0.50280 -24.62686 0.689 -0.330 -0.067 -0.02
C -19.30770 6.61960 -28.88121 -0.298 2.447 -0.083 -1.22
C -18.67576 5.28598 -28.67708 -0.280 0.373 -0.267 -0.14
O -19.71287 4.42393 -28.16645 -1.496 -2.474 0.461 -0.16
C -20.54474 3.73308 -29.03044 3.242 3.398 -3.605 0.22
O -20.46958 3.97618 -30.24546 -1.011 -1.330 3.484 -0.52
C -21.45396 2.66036 -28.41725 -0.125 1.481 -3.744 0.97
F -22.68049 3.17717 -28.27789 -0.171 -0.143 0.763 -0.29
F -21.51813 1.68391 -29.31285 -0.489 -0.429 -0.544 -0.29
F -20.97018 2.15979 -27.36767 0.673 -0.852 3.684 -0.18
H -19.85530 6.87635 -29.78803 -0.063 -0.921 -0.197 0.33
H -18.64207 7.47944 -28.80554 0.853 -0.329 -0.146 0.41
H -19.96522 6.89586 -28.05692 -0.319 -0.590 0.197 0.27
H -17.93141 5.38214 -27.88665 -0.195 -0.380 0.145 0.28
H -18.17468 4.86536 -29.54892 -0.365 -0.078 -0.070 0.31
```
Forces are in eV/Å.

Computed properties:
highest occupied orbital energy (spin up / spin down) = -11.71 / -11.71 eV
multiplicity = 2
total charge = +1

***

What are the maximum force values for these records? In order: 1.545 5.920 eV/Å.
What are the molecular weight values for these records? In order: 1136.608 1136.608 g mol⁻¹.
What are the relative energy (zero: lowest compared OMol25 entry of this formula, charge and spin) values for these records? In order: 0.0 53.2 kcal/mol.